1.
The following is a quantum chemistry calculation of C67H130Br18Cl4NO10P2 as an isolated structure, from OMol25.

Properties
* spin multiplicity: 1
* lowest unoccupied orbital energy: -1.83 eV
* molar mass: 2751.81 u
* charge: +1
* E_HOMO: -0.2723 hartree

```
232
Properties=species:S:1:pos:R:3:forces:R:3
C 1.6141 -2.6695 -9.7284 -0.060 -0.921 1.107
C 2.8029 -1.8528 -9.2384 -0.064 0.405 -0.543
C 3.3498 -2.3454 -7.8920 -0.572 0.694 -0.077
C 2.3344 -2.2993 -6.7065 0.929 0.042 -0.481
P 2.7978 -1.2911 -5.2571 0.031 -1.231 0.749
C 1.6608 -1.9218 -3.9847 -0.039 -0.759 0.535
C 1.0588 -3.3187 -4.1498 -0.211 -0.995 -1.897
C 0.2775 -3.8859 -2.9825 0.049 -0.520 0.833
C -1.2081 -3.5143 -2.9544 0.082 -0.849 0.955
C 4.5122 -1.7075 -4.7897 -1.046 -0.356 -0.764
C 4.7732 -3.2082 -4.8480 -0.257 -1.625 1.710
C 6.2547 -3.5694 -4.7827 0.809 1.568 -0.262
C 6.7397 -4.9801 -5.0398 -0.955 -0.454 0.008
C 2.5331 0.4274 -5.6483 0.175 0.609 -0.764
C 3.4772 1.0793 -6.7113 0.246 -1.503 0.894
C 2.8492 2.3504 -7.2607 -0.023 -0.158 -0.197
C 1.8388 2.1589 -8.4016 0.630 -0.120 -0.396
H 1.9192 -3.7212 -9.6902 0.024 -0.040 -0.495
H 1.1793 -2.4489 -10.6987 0.289 0.249 -0.053
H 0.8100 -2.6695 -8.9858 -0.162 0.380 -0.160
H 2.5717 -0.7831 -9.2231 -0.190 -0.019 0.320
H 3.6012 -1.9108 -9.9829 0.106 -0.182 0.083
H 4.1994 -1.7131 -7.6338 0.320 -0.354 -0.133
H 3.6707 -3.3765 -8.0355 0.246 0.038 0.149
H 2.3052 -3.3086 -6.3050 -0.444 0.032 0.026
H 1.3348 -2.0065 -7.0297 -0.046 -0.032 0.103
H 0.8355 -1.2230 -3.8982 0.111 0.223 0.329
H 2.2152 -2.0067 -3.0479 0.111 0.973 0.044
H 1.7488 -4.0923 -4.5123 0.769 0.303 0.724
H 0.4160 -3.3847 -5.0399 -0.471 0.545 0.230
H 0.7734 -3.7641 -2.0099 -0.055 0.996 -0.047
H 0.3811 -4.9772 -2.9750 -0.415 -0.096 -0.736
H -1.4376 -2.4772 -2.7129 0.157 0.058 -0.511
H -1.6967 -4.0854 -2.1554 0.203 0.046 0.111
H -1.7066 -3.8894 -3.8483 0.069 0.583 -0.249
H 4.6265 -1.3782 -3.7538 0.243 0.750 -0.226
H 5.0749 -1.1784 -5.5636 0.554 0.164 0.486
H 4.1978 -3.8000 -5.5629 0.404 0.358 -0.622
H 4.4131 -3.6479 -3.9052 -0.475 0.253 0.007
H 6.6725 -3.2347 -3.8266 -0.407 -0.100 0.235
H 6.7382 -2.8371 -5.4451 0.315 -0.511 -0.400
H 7.7951 -5.0487 -4.7870 0.114 -0.059 -0.540
H 6.4696 -5.3074 -6.0462 0.631 0.128 -0.210
H 6.2543 -5.7485 -4.4281 -0.160 0.353 0.374
H 2.5291 1.0519 -4.7532 -0.096 -0.332 0.295
H 1.5415 0.3802 -6.1147 -0.206 0.251 0.245
H 3.7766 0.3073 -7.4291 -0.717 0.358 -0.728
H 4.4739 1.2204 -6.2833 -0.276 0.677 0.517
H 3.6885 2.9429 -7.6271 -0.243 0.305 -0.130
H 2.3743 2.9031 -6.4477 0.188 0.022 0.141
H 1.5102 3.1240 -8.7867 0.101 0.027 -0.030
H 0.9260 1.5863 -8.2300 0.150 -0.104 0.571
H 2.3829 1.6376 -9.1935 -0.218 0.109 -0.247
C -0.4914 -0.4219 7.1793 1.039 0.986 -1.204
C -0.9040 0.1705 5.8057 0.133 -0.631 1.334
C 0.3055 0.4444 4.8818 -2.235 -0.375 -0.988
C -0.2440 0.5606 3.4250 0.795 1.416 -0.787
P -0.5235 -0.8870 2.3340 0.312 -1.409 2.117
C -1.3540 -2.1833 3.4167 -0.668 1.484 -1.283
C -0.5163 -2.9058 4.4433 0.468 0.573 0.874
C -1.3099 -3.6131 5.5309 -0.840 -0.147 1.168
C -0.4501 -4.3499 6.5745 1.133 -0.289 -1.402
C -1.5748 -0.6994 0.8582 0.271 0.516 -0.338
C -3.0568 -0.3428 1.0994 0.099 0.267 0.477
C -3.8097 0.3328 -0.0681 -0.093 -0.110 0.340
C -3.0643 1.4175 -0.8232 0.174 -0.243 0.188
C 1.0214 -1.7253 1.9773 1.343 -0.491 -1.773
C 0.8500 -2.8901 0.9721 0.143 0.089 -0.090
C 2.0392 -3.8761 0.9295 -0.389 0.042 -0.345
C 3.2667 -3.3306 0.1873 -0.494 -0.113 0.377
H 0.2560 -1.1780 6.9216 -0.321 -0.548 0.479
H -1.3271 -0.7839 7.7661 0.146 -0.131 0.109
H 0.0917 0.3323 7.7141 -0.306 -0.004 0.396
H -1.5006 1.0761 5.9378 0.296 0.241 -0.036
H -1.6610 -0.5188 5.4295 0.405 -0.062 -0.572
H 1.1384 -0.2588 4.8470 -0.118 -0.213 0.598
H 0.7000 1.4329 5.1033 0.156 -0.071 0.145
H 0.4972 1.2187 2.9563 0.000 -0.533 -0.940
H -1.1167 1.2183 3.3653 -0.377 -0.386 0.324
H -1.9061 -2.7929 2.6976 0.179 -0.419 0.256
H -2.1317 -1.5560 3.8643 -0.101 -0.349 0.309
H 0.0608 -2.1578 4.9970 0.200 0.028 -0.231
H 0.2330 -3.5660 4.0035 -0.229 -0.172 -0.167
H -2.0524 -4.2866 5.0958 0.123 -0.182 -0.057
H -1.8858 -2.9078 6.1428 -0.117 0.426 -0.514
H 0.3101 -4.8569 5.9661 0.051 -0.448 0.343
H -0.9514 -5.0984 7.1822 -0.280 0.135 -0.077
H 0.1510 -3.7064 7.2190 -0.371 0.322 0.047
H -1.4895 -1.6220 0.2791 0.165 -0.141 0.171
H -1.0224 0.0542 0.2792 -0.015 0.184 0.072
H -3.1206 0.2507 2.0171 -0.107 0.099 -0.100
H -3.6317 -1.2519 1.2887 0.191 -0.120 0.324
H -4.6998 0.8200 0.3410 -0.057 -0.301 0.244
H -4.1841 -0.4976 -0.6713 0.186 0.489 -0.516
H -2.1305 1.0305 -1.2299 -0.203 0.303 0.000
H -2.8339 2.2291 -0.1258 0.245 0.012 -0.011
H -3.6698 1.8581 -1.6161 0.181 -0.327 -0.056
H 1.5160 -2.2545 2.7938 -0.392 0.820 0.755
H 1.7401 -1.0501 1.5020 -0.123 0.374 0.333
H 0.7848 -2.5033 -0.0490 -0.464 0.144 0.053
H -0.0678 -3.4198 1.2449 0.067 -0.253 -0.281
H 1.6471 -4.7385 0.3862 0.167 -0.254 0.220
H 2.3280 -4.1804 1.9387 -0.104 -0.200 0.008
H 2.9580 -2.8941 -0.7651 0.096 0.438 0.149
H 3.9991 -4.0909 -0.0784 0.003 -0.149 0.388
H 3.7228 -2.6124 0.8692 0.228 0.264 -0.473
C 4.9205 7.7594 -0.5919 -0.193 -0.055 -1.474
C 4.0147 6.7790 0.1363 1.067 1.023 1.128
C 2.6855 6.6170 -0.5388 -0.750 -1.577 -0.385
C 1.8047 5.5984 0.1995 0.176 -0.037 0.071
N 0.3593 5.5733 -0.2838 0.902 -0.823 0.378
C -0.3400 6.8565 -0.0296 -0.526 0.313 0.391
C -1.8457 6.5302 0.1443 -0.036 0.600 0.635
C -1.9026 5.0332 0.3761 0.846 -1.171 -0.470
C -0.4398 4.6063 0.5664 -0.028 -0.512 -0.194
C 0.3523 5.0765 -1.6931 -0.213 0.664 -0.189
H 5.1687 7.3235 -1.5672 0.143 -0.072 0.047
H 5.8754 7.9910 -0.1271 -0.189 -0.016 0.367
H 4.3995 8.6754 -0.8818 0.043 0.170 0.456
H 3.8771 7.1514 1.1588 -0.181 -0.070 0.010
H 4.5980 5.8628 0.2541 -0.508 -0.306 -0.209
H 2.8716 6.1973 -1.5319 -0.094 0.395 -0.192
H 2.1044 7.5366 -0.6202 0.458 0.282 -0.069
H 1.8447 5.8111 1.2696 -0.532 0.094 0.005
H 2.1460 4.5670 0.0952 0.145 0.003 -0.146
H -0.1078 7.6308 -0.7561 0.004 -0.196 -0.156
H 0.0646 7.1519 0.9391 -0.076 0.294 -0.064
H -2.4868 6.8761 -0.6641 0.221 -0.135 -0.220
H -2.2182 7.0378 1.0356 0.150 0.203 -0.067
H -2.2960 4.5283 -0.5085 -0.106 -0.070 0.081
H -2.4464 4.6481 1.2365 -0.248 0.487 -0.024
H -0.2012 3.5713 0.2913 0.094 -0.099 -0.186
H -0.0852 4.6894 1.5893 -0.097 0.406 0.080
H 0.9720 4.1870 -1.7801 -0.245 -0.208 0.281
H 0.7776 5.8265 -2.3579 -0.133 0.170 0.107
H -0.6837 4.8913 -1.9598 0.095 -0.171 -0.171
O 3.2490 0.2478 -2.3567 -0.605 0.672 -0.240
C 2.3912 0.2475 -1.2861 0.343 -1.401 0.459
C 2.1182 1.5347 -0.3692 -1.581 -1.079 -0.784
O 0.9749 1.4974 0.4297 -0.346 -0.464 0.351
H 2.6981 -0.5950 -0.6133 0.369 0.336 0.815
H 1.3965 -0.2240 -1.5074 -0.701 0.685 -0.355
H 1.9252 2.3225 -1.1253 1.015 0.509 -0.101
H 2.9721 1.6481 0.2947 0.819 0.583 -0.427
O -0.2773 3.6998 9.2687 -0.603 -0.172 -0.545
C 0.8780 3.6291 8.9875 0.253 0.505 1.122
O 1.7980 3.9993 9.9179 0.025 -0.075 -0.009
C 3.1658 3.9055 9.4658 -1.561 -0.235 -0.685
C 3.0525 3.3186 8.0303 0.947 -0.184 0.640
C 1.5621 3.1343 7.7553 1.055 -0.224 -0.472
H 3.6459 3.1701 10.1061 0.382 0.506 0.243
H 3.5216 4.9306 9.5222 0.633 -0.251 0.057
H 3.5741 2.3629 8.0872 -0.046 -0.055 -0.410
H 3.5766 3.9245 7.2941 -0.153 0.062 -0.037
H 1.3460 2.0722 7.6430 -0.291 0.088 -0.134
H 1.3182 3.6526 6.8307 -0.599 0.008 0.207
O -3.6208 1.4707 4.0663 0.024 -0.082 0.370
C -4.5396 2.0700 3.5917 -0.201 0.370 -1.350
O -5.6445 1.4622 3.1060 -0.408 -0.886 0.571
C -6.5562 2.3474 2.4339 0.331 -0.071 0.127
C -6.0221 3.7175 2.7867 -1.404 1.271 -1.293
C -4.5939 3.5533 3.2135 -0.235 -0.604 0.785
H -7.5976 2.3035 2.7531 0.214 -0.719 0.495
H -6.5796 2.0523 1.3824 0.354 0.289 -0.081
H -6.6756 4.1571 3.5414 0.384 -0.143 0.393
H -6.2482 4.3438 1.9163 0.653 0.253 0.056
H -4.3639 4.1171 4.1154 0.317 0.233 -0.249
H -3.8554 3.6953 2.4250 0.015 0.148 0.109
O -4.7114 -2.0408 -2.1324 -0.299 0.272 -0.231
C -4.5907 -3.2120 -2.3323 0.533 0.053 0.197
O -4.2777 -3.7163 -3.5514 -0.976 0.530 0.134
C -4.2739 -5.1311 -3.5038 1.475 -0.667 0.153
C -3.9914 -5.5035 -2.0415 -1.372 -0.773 0.361
C -4.5412 -4.2993 -1.2814 0.571 0.359 0.194
H -3.4481 -5.4275 -4.1528 -0.238 -0.234 -0.099
H -5.1979 -5.6052 -3.8379 -0.119 0.489 -0.169
H -2.9644 -5.7553 -1.7877 0.047 0.261 -0.237
H -4.5995 -6.3858 -1.8333 0.223 -0.100 0.212
H -3.8649 -3.9157 -0.5159 0.184 -0.062 -0.087
H -5.4745 -4.3998 -0.7282 -0.247 -0.249 -0.457
O -8.1163 2.5011 -0.9202 -0.696 0.040 0.321
C -7.3111 2.9800 -1.6590 0.894 -1.141 0.729
O -7.4830 3.0378 -2.9817 -0.306 0.546 -0.375
C -6.4158 3.7340 -3.6202 1.227 -0.723 -0.201
C -5.2721 3.8055 -2.5951 0.309 0.803 0.954
C -5.8962 3.3785 -1.2533 -0.372 0.778 -0.594
H -6.7422 4.6814 -4.0423 -0.182 0.073 0.310
H -6.0033 3.1263 -4.4255 -0.677 -0.089 -0.274
H -4.9052 4.8258 -2.4757 0.080 0.016 -0.254
H -4.4190 3.1978 -2.8890 -0.133 -0.101 -0.065
H -5.9538 4.2111 -0.5499 -0.133 0.104 -0.084
H -5.4117 2.5867 -0.6846 -0.112 -0.233 -0.412
C -0.5687 0.9454 -3.2863 0.205 0.117 0.243
Cl -1.5806 -0.1959 -4.1616 -0.091 -0.016 -0.264
Cl -1.0009 2.6292 -3.6921 0.015 -0.189 0.094
H -0.7204 0.7593 -2.2274 0.221 0.307 -0.100
H 0.4820 0.8051 -3.5224 -0.001 0.022 -0.060
C -1.9435 -6.6072 2.3080 0.633 -0.490 0.408
Cl -2.3970 -5.1384 1.5018 -0.431 0.431 -0.627
Cl -0.6535 -6.2474 3.4794 -0.083 -0.326 0.106
H -2.8099 -7.0230 2.8112 0.100 0.056 0.108
H -1.5130 -7.3175 1.6095 -0.189 0.098 -0.140
C 3.4707 -7.8913 -1.0171 -2.091 0.196 0.536
Br 2.9476 -6.1729 -1.8264 0.718 -0.638 0.169
Br 2.7897 -9.3049 -2.1676 0.833 0.255 0.222
Br 2.4885 -8.0565 0.6937 0.289 0.153 -0.241
H 4.4930 -7.9427 -0.6686 0.232 -0.028 -0.834
C 3.4085 -1.4766 8.4331 -0.660 -0.101 -0.069
Br 4.9456 -0.4603 9.0230 -0.256 -0.518 -0.183
Br 2.2549 -2.0634 9.8913 0.506 -0.022 -0.197
Br 3.7638 -2.9438 7.1664 0.058 0.761 0.631
H 2.7611 -0.7743 7.9249 0.238 -0.042 -0.293
C -4.8453 -2.3045 5.8473 -0.366 -0.068 0.870
Br -6.5733 -2.9256 6.5765 0.802 0.044 -0.313
Br -4.0873 -0.9910 7.0651 -0.227 -0.084 -0.278
Br -5.0652 -1.6720 4.0855 -0.071 0.224 -0.440
H -4.1145 -3.1022 5.8143 -0.332 -0.234 0.162
C 2.8248 3.0029 3.2742 -0.154 -0.313 -0.193
Br 4.0740 4.3099 2.6953 0.480 0.298 -0.011
Br 1.2247 3.9524 3.8727 0.206 -0.418 0.120
Br 3.5863 1.7943 4.5675 -0.220 0.440 0.095
H 2.5830 2.3831 2.4101 -0.421 0.166 -0.011
C 5.7039 -0.5388 1.4156 0.292 0.931 0.880
Br 5.3605 -1.0025 3.2992 0.214 -0.102 -0.590
Br 7.3478 -1.3203 0.8034 -0.293 0.106 0.011
Br 5.7688 1.4754 1.2605 -0.179 -1.699 -0.035
H 4.8692 -0.9881 0.8931 0.040 0.568 -0.425
C -8.6149 -0.6261 1.2920 -0.046 -0.226 -0.276
Br -10.0231 -1.7499 0.4923 0.687 0.371 0.596
Br -6.8370 -1.1328 0.6210 -0.767 0.095 0.284
Br -8.6600 -0.5027 3.2350 -0.123 -0.293 -0.699
H -8.8141 0.3642 0.9020 0.127 0.008 0.030
```
Forces are in eV/Å.


2.
The following is a quantum chemistry calculation of C7H9Br2CuNO as an isolated structure, from OMol25.

Properties
* spin multiplicity: 2
* lowest unoccupied orbital energy (spin up / spin down): -7.50 / -11.24 eV
* ⟨S²⟩: 0.753
* molar mass: 346.51 u
* charge: +2
* E_HOMO (spin up / spin down): -0.6433 / -0.6432 hartree

```
21
Properties=species:S:1:pos:R:3:forces:R:3
Cu 0.1556 0.1339 -1.9196 -0.308 0.303 0.849
O -0.4930 1.9731 -1.5528 0.016 -0.406 -0.163
C -0.7215 2.2456 -0.1524 -0.039 0.135 0.396
C 0.0575 1.2474 0.6513 0.149 -0.096 0.243
C 0.1902 1.3321 2.0288 -0.045 0.112 -0.284
C 0.9240 0.3632 2.6917 0.058 -0.061 0.147
C 1.5516 -0.6518 1.9774 -0.114 0.067 -0.221
C 1.3844 -0.6840 0.6081 0.180 -0.174 0.360
N 0.6359 0.2363 -0.0106 -0.183 -0.051 -1.043
H -1.0768 2.5122 -2.1075 0.069 -0.049 -0.068
H -1.7842 2.1693 0.0879 -0.010 -0.021 -0.141
H -0.3840 3.2578 0.0737 0.025 -0.011 -0.071
H -0.2688 2.1567 2.5582 -0.014 -0.035 0.048
H 1.0162 0.3999 3.7695 0.027 0.042 -0.005
H 2.1521 -1.4081 2.4613 0.009 0.018 0.028
H 1.8622 -1.4418 -0.0002 -0.081 0.012 -0.049
Br 0.2882 -1.9068 -3.1711 0.290 -0.084 -0.098
C -1.0637 -2.9752 -2.2115 -0.290 0.203 0.309
Br -2.3373 -1.8065 -1.3841 0.098 -0.045 -0.047
H -0.5402 -3.5435 -1.4526 0.101 0.027 -0.051
H -1.5483 -3.6099 -2.9454 0.063 0.114 -0.141
```
Forces are in eV/Å.